Computed, not measured: the ion C4H12N4 with charge +2 at a distorted geometry, with wB97M-V/def2-TZVPD.

The HOMO energy (spin up / spin down) comes out at -18.73 / -19.00 eV. As for the total charge: +2. For the LUMO energy (spin up / spin down), the calculation gives -11.401 / -10.913 eV. The value obtained for the relative energy (zero: lowest compared OMol25 entry of this formula, charge and spin) is 124.8 kcal per mole. As for the spin multiplicity: 1. As for the HOMO-LUMO gap (spin up / spin down): 7.3 / 8.1 eV.

Bonds (Å) are listed after each position.
Atoms and positions in Å:
1 C 0.3885 0.1526 -0.6142  N5 1.301, N6 1.421, H9 1.141
2 C -2.9790 0.1288 1.7947  C4 1.539, H10 1.064, H11 1.107, H12 1.122
3 C 2.4738 1.1198 -1.7112  N6 1.453, H13 1.136, H14 1.123, H15 1.109
4 C -1.4479 -0.0266 1.7763  C2 1.539, N8 1.344, H16 1.099, H17 1.144
5 N -0.1034 -0.9411 -0.1091  C1 1.301, N8 1.415
6 N 1.5974 0.0182 -1.3498  C1 1.421, C3 1.453, N7 1.285
7 N 2.0635 -1.1257 -1.7050  N6 1.285, H18 1.034, H19 0.984
8 N -1.0460 -1.0019 0.9439  C4 1.344, N5 1.415, H20 1.096
9 H -0.0041 1.1314 -0.1785  C1 1.141
10 H -3.4086 -0.5667 1.1136  C2 1.064
11 H -3.5012 0.2078 2.7672  C2 1.107
12 H -3.1885 1.0377 1.1704  C2 1.122
13 H 3.1773 1.3771 -0.8566  C3 1.136
14 H 3.0511 0.9161 -2.6527  C3 1.123
15 H 1.9466 2.0947 -1.6847  C3 1.109
16 H -1.1247 -0.2345 2.8055  C4 1.099
17 H -0.9264 0.9406 1.4565  C4 1.144
18 H 1.4637 -1.9682 -1.7047  N7 1.034
19 H 2.8540 -1.1919 -2.2863  N7 0.984
20 H -1.2864 -2.0684 1.0246  N8 1.096